Entry 1:
Entry from the OMol25 dataset: C3H8N2S in the gas phase (wB97M-V/def2-TZVPD).

Structure (XYZ):
```
14
Properties=species:S:1:pos:R:3
C -0.45235 1.80259 0.02565
C -0.80283 0.41465 0.07095
S -2.64392 0.03225 0.25126
N 0.07392 -0.58545 -0.03763
C 1.54530 -0.57166 -0.17279
N -0.43009 -1.94876 -0.18595
H -1.30754 2.36159 0.32323
H 0.31555 2.01279 0.76565
H -0.11718 2.34332 -0.96289
H 1.66688 -0.61816 -1.24601
H 1.91532 0.42309 0.19037
H 1.74321 -1.36543 0.41449
H -0.09410 -2.38465 0.65535
H -1.41216 -1.91616 -0.09168
```

Its LUMO energy is 0.65 eV. Its relative energy (zero: lowest compared OMol25 entry of this formula, charge and spin) is 64.5 kcal/mol. The SMILES is CC(=S)N(C)N.

Entry 2:
Entry from the OMol25 dataset: C8H24NNaO7S4 as an isolated structure (wB97M-V/def2-TZVPD).

Structure (XYZ):
```
45
Properties=species:S:1:pos:R:3
Na 0.10243 -0.36896 0.11978
N -0.25767 2.23119 -1.74743
O -0.75147 1.07947 -1.99078
O -0.30906 3.13211 -2.60492
O 0.26909 2.40737 -0.62063
C 1.62694 3.26813 2.28378
S 2.45021 1.66738 2.47934
O 1.50839 0.63622 1.92266
C 3.76796 1.89181 1.22434
H 1.63587 3.60904 1.25115
H 2.17234 3.98980 2.89455
H 0.61795 3.09813 2.64910
H 3.81421 0.96511 0.66135
H 4.64619 2.16095 1.80985
H 3.54050 2.71157 0.54443
C -3.92510 0.52284 -0.91210
S -3.48017 0.39834 0.85720
O -2.09193 -0.17861 0.95664
C -3.25081 2.15870 1.09582
H -3.14597 1.12559 -1.38120
H -4.84326 1.11103 -0.94185
H -4.03697 -0.47498 -1.31690
H -2.50909 2.57715 0.41323
H -2.94453 2.41715 2.10898
H -4.20200 2.68174 0.95516
C -2.44032 -3.51567 0.07028
S -1.00755 -3.77835 1.17753
O 0.01279 -2.72108 0.89832
C -1.88361 -3.25340 2.69580
H -2.84303 -2.50997 0.16135
H -3.19608 -4.24650 0.36364
H -2.12113 -3.72331 -0.94891
H -1.07238 -3.13541 3.41851
H -2.51833 -4.02957 3.12258
H -2.38858 -2.30428 2.53869
C 1.71414 -0.94143 -3.30244
S 2.78351 -0.46921 -1.90818
O 2.15663 -1.09757 -0.68729
C 4.26250 -1.41877 -2.34349
H 1.61242 -2.01600 -3.44188
H 2.04189 -0.45411 -4.22052
H 0.75107 -0.50345 -3.03028
H 4.19870 -2.45882 -2.03127
H 5.11846 -0.97561 -1.83265
H 4.41483 -1.26580 -3.41134
```

Its LUMO energy is 0.23 eV. Its relative energy (zero: lowest compared OMol25 entry of this formula, charge and spin) is 0.0 kcal/mol.

Entry 3:
Entry from the OMol25 dataset: C23H44NOOsP3 as an isolated structure (wB97M-V/def2-TZVPD).

Structure (XYZ):
```
73
Properties=species:S:1:pos:R:3
Os -0.04385 0.37487 -0.76609
P 1.45107 1.48773 0.55947
P -0.94724 2.24764 -1.69391
P 1.75493 -0.39417 -2.05733
H -2.78506 -3.78520 -0.36830
C -1.92846 -4.28100 -0.83655
C -0.79900 -4.54443 -0.16339
H -0.72668 -4.31748 0.90998
C 0.62351 2.05698 2.09115
C 2.43255 2.94833 0.07660
C 2.73906 0.38818 1.29302
C -2.67660 1.97345 -2.22592
C -1.16363 3.76323 -0.67215
C -0.22366 2.98077 -3.20953
C 2.54196 -1.87462 -1.29171
C 3.20759 0.68094 -2.45911
C 1.56995 -1.10605 -3.74418
H -2.00680 -4.38266 -1.92181
H 0.08672 -4.98434 -0.64250
H 0.21338 1.17955 2.61661
H -0.17476 2.78164 1.87672
H 1.42736 2.51993 2.68713
H 1.79777 3.73307 -0.35415
H 3.22690 2.67666 -0.62971
H 2.88162 3.31687 1.01185
H 2.29421 -0.56346 1.61815
H 3.11728 0.91737 2.18146
H 3.55022 0.18818 0.57751
H -2.78815 2.35882 -3.24441
H -3.38198 2.48174 -1.55947
H -2.89113 0.89972 -2.24902
H -1.04941 4.64091 -1.32576
H -0.43522 3.82704 0.14512
H -2.17327 3.75596 -0.23848
H -0.78021 3.90421 -3.42900
H -0.34560 2.26097 -4.03138
H 0.84101 3.21777 -3.07692
H 3.59696 -1.95175 -1.60219
H 2.01484 -2.77529 -1.64412
H 2.49590 -1.84436 -0.19586
H 3.76905 0.24183 -3.29480
H 3.90019 0.79031 -1.61930
H 2.86763 1.66936 -2.78380
H 2.49146 -0.99012 -4.33471
H 0.74978 -0.58892 -4.25628
H 1.34655 -2.17962 -3.68426
C -1.94123 -0.80752 -4.39780
C -3.18809 -0.40922 -5.02034
C -3.72143 -1.19187 -6.02249
C -3.13621 -2.42734 -6.35080
C -2.07527 -2.94023 -5.58100
C -1.54759 -2.19400 -4.55065
O -1.18849 0.04113 -3.81384
H 0.50508 -0.28019 0.62182
H -3.59165 0.56324 -4.72607
H -4.59849 -0.81782 -6.56657
H -3.54537 -3.00531 -7.18192
H -1.66396 -3.92912 -5.80923
H -0.76706 -2.58500 -3.89718
N -1.83308 0.15673 0.54644
C -1.99492 -0.45309 1.88870
C -0.96936 -1.16395 2.51168
C -1.14889 -1.63194 3.82439
C -2.37348 -1.46285 4.47121
C -3.43334 -0.82339 3.80814
C -3.23691 -0.31088 2.52369
H -2.31114 1.06674 0.57792
H -2.45296 -0.35867 -0.09765
H -0.03769 -1.38225 1.98388
H -0.32103 -2.12932 4.33171
H -2.51423 -1.83245 5.48872
H -4.40099 -0.73923 4.30146
H -4.05566 0.19292 2.00649
```

Its net charge is +4. Its LUMO energy (spin up / spin down) is -11.91 / -15.84 eV. Its relative energy (zero: lowest compared OMol25 entry of this formula, charge and spin) is 95.7 kcal/mol. The spin multiplicity is 5. The expectation value of S² is 6.045.

Entry 4:
Entry from the OMol25 dataset: C5H8O2 in the gas phase (wB97M-V/def2-TZVPD).

Structure (XYZ):
```
15
Properties=species:S:1:pos:R:3
O -0.12324 1.95657 -2.01971
C -0.06190 0.85130 -1.55742
C 1.11578 0.20368 -0.96032
C 0.89522 0.13058 0.60236
C -0.55403 0.00843 1.12498
C -1.36644 -1.12001 0.63854
O -1.04071 -2.00859 -0.10352
H -0.94568 0.19576 -1.53518
H 2.09232 0.63687 -1.15961
H 1.25633 -0.84019 -1.24377
H 1.37403 0.98010 1.08452
H 1.38281 -0.75917 0.99996
H -1.11861 0.93025 0.95346
H -0.47407 -0.10769 2.21159
H -2.43183 -1.05789 0.96412
```

Its LUMO energy is 0.80 eV. Its relative energy (zero: lowest compared OMol25 entry of this formula, charge and spin) is 27.5 kcal/mol. The SMILES is O=CCCCC=O.

Going through the records in order, we get max |F| values of 0.1021; 0.0238; 0.0546; 0.0439 hartree/bohr.